Entry 1:
21
Properties=species:S:1:pos:R:3:forces:R:3 method="wB97M-V/def2-TZVPD" homo_ev=-11.0 largest_force_ev_per_a=10.4 gap_ev=2.6748
In -0.0804 -0.7120 0.8796 0.218 0.923 0.680
O 0.7928 0.6012 3.3695 -0.643 -0.772 -1.450
H 0.7058 1.5100 3.0215 0.079 0.124 0.093
N -2.6686 -0.9748 -0.5277 -1.282 1.226 -1.482
S -3.3662 0.0275 -1.7069 -0.225 6.922 -3.936
O -4.5324 0.8964 -1.3194 3.232 -3.453 -0.598
O -3.1889 -0.2255 -3.1509 -0.676 -0.944 3.559
F -2.1598 0.9920 -1.4667 1.195 1.363 0.202
S -3.9298 -1.8897 -0.5779 -5.837 -8.031 3.184
O -4.1308 -2.8423 -1.6818 1.040 2.792 1.058
O -5.1820 -1.4271 0.0601 2.844 0.248 -1.634
F -3.4446 -2.9005 0.5517 0.850 0.012 0.387
N 2.4382 0.6963 0.3599 -0.384 -3.950 -3.152
S 3.6824 -0.1931 -0.4247 0.824 -2.375 -4.310
O 4.8264 -0.5756 0.3608 -1.492 1.219 -0.781
O 3.7912 0.2309 -1.8380 -0.525 -1.098 4.033
F 2.8414 -1.5550 -0.4218 -0.335 0.454 -0.226
S 3.3525 1.7153 0.9623 2.498 8.763 2.863
O 4.2188 2.4728 0.0168 -2.153 -2.525 2.205
O 3.8722 1.3434 2.2429 -0.276 0.181 -0.630
F 2.1617 2.8097 1.2906 1.048 -1.080 -0.063


Entry 2:
75
Properties=species:S:1:pos:R:3:forces:R:3 method="wB97M-V/def2-TZVPD" total_charge=-1 homo_ev=-8.3 largest_force_ev_per_a=3.8 gap_ev=10.6440
Hf 1.2480 -0.8401 -0.1376 0.837 -0.105 0.138
F 2.7718 -1.1041 -1.3759 -0.063 -0.094 -0.068
F -0.3755 0.4277 -0.5653 0.604 -0.741 0.722
F 0.3638 -2.6494 0.2615 -0.169 0.345 -0.290
F 2.6524 -1.6717 1.1805 -0.872 0.476 -0.101
F 2.0701 0.9379 0.1892 0.080 0.527 0.027
O -2.6098 2.6400 -3.4781 1.555 0.755 -0.024
H -3.5449 2.5729 -3.5111 -1.085 -0.606 -0.289
H -2.1205 1.8579 -3.7994 -0.408 0.082 0.020
O 3.2395 0.6275 -3.7427 0.666 0.088 0.530
H 3.7939 0.2582 -3.0217 -0.644 0.292 -0.414
H 3.2638 1.5920 -3.5731 -0.273 -0.496 -0.074
O -2.7988 1.0290 -1.2791 -0.018 -0.422 0.102
H -1.9752 0.5837 -1.0374 0.247 -0.137 0.238
H -2.4434 1.6058 -1.9712 -0.456 0.500 -0.012
O 2.2623 3.4160 -2.9824 0.210 -0.177 -0.039
H 1.9602 4.1852 -3.4618 0.011 0.214 -0.289
H 1.6898 3.4142 -2.1831 0.051 -0.037 -0.137
O 0.2320 -0.4278 1.9665 0.742 -2.181 0.490
H -0.0009 0.4061 2.3908 0.054 0.095 0.159
H 0.4120 -1.1972 2.6206 -0.553 1.514 -0.995
O -0.5562 0.9145 -3.4612 0.173 0.181 -0.659
H 0.2449 1.3207 -3.8469 -0.421 -0.552 0.451
H -0.3478 -0.0047 -3.2014 0.279 0.600 0.051
O -2.4175 0.6316 3.5120 -0.935 -0.560 -0.417
H -1.9256 1.1298 2.8678 0.962 1.012 -0.278
H -3.0562 0.2318 2.8966 -0.150 -0.266 0.630
O 2.5535 -3.7905 -2.5429 1.385 -0.127 0.092
H 3.5047 -3.5895 -2.3564 -1.301 -0.176 -0.191
H 2.0912 -3.1957 -1.9452 0.014 0.132 0.060
O 0.8850 3.3960 -0.7817 0.096 -0.550 0.797
H 0.2367 3.8747 -0.2446 0.291 -0.495 -0.175
H 1.1723 2.5585 -0.3291 -0.391 0.774 -0.200
O 1.8421 2.7966 2.5939 -0.471 -1.103 0.836
H 2.0673 2.0153 3.1666 -0.373 0.659 -0.463
H 2.6689 3.2491 2.5138 0.700 0.462 -0.281
O 4.5275 2.2589 -0.9250 -1.032 -1.073 0.627
H 4.0660 3.0282 -1.3045 -0.188 -0.741 0.276
H 3.8464 1.6107 -0.5303 1.047 1.735 -0.938
O 0.2002 -2.9583 2.8805 1.870 -1.779 -0.873
H 0.4886 -3.1842 1.9320 -0.738 0.836 0.964
H 0.8479 -3.5497 3.3520 -1.071 1.030 -0.099
O -2.1578 -0.6283 5.9589 0.614 -0.876 0.369
H -2.0829 -0.0542 5.2071 0.262 0.314 -1.328
H -2.7701 -0.1413 6.4772 -0.896 0.421 1.044
O 0.4185 -1.3985 -2.2559 -2.925 -1.591 1.864
H -0.4126 -2.0773 -2.3064 1.576 2.001 -0.173
H 0.9611 -1.5894 -3.0046 1.161 -0.556 -1.442
O -4.6970 2.9366 1.0403 -0.458 -0.695 0.138
H -3.7668 3.1505 1.1848 -0.122 -0.542 -0.082
H -4.8188 1.9580 1.0875 0.588 1.163 -0.079
O -4.0153 -3.1176 -1.2084 -0.148 -0.101 -0.508
H -3.4847 -3.5697 -0.5542 0.079 -0.098 0.706
H -4.3207 -2.3029 -0.7841 0.066 0.188 0.190
O 2.3352 0.6612 4.5646 0.442 -0.888 -1.015
H 2.1450 0.7646 5.4929 -0.033 -0.261 0.308
H 2.7106 -0.2617 4.3757 -0.369 1.328 0.677
O 1.5479 -1.8596 -4.6718 1.102 3.567 0.922
H 2.4026 -1.3111 -4.5092 -1.912 -1.554 -0.593
H 1.7175 -2.7217 -4.9737 0.916 -1.613 -0.309
O 3.5111 -1.7086 3.7892 0.105 0.053 1.054
H 4.3372 -1.4471 3.3974 0.921 0.128 0.054
H 2.9743 -1.6191 3.0127 -1.117 -0.341 -1.523
O -1.9266 -2.4299 -2.7982 -0.374 -2.074 1.814
H -2.5952 -2.8414 -2.1352 0.962 0.851 -1.246
H -2.4482 -1.7648 -3.2046 -0.570 1.211 -0.664
O -4.1707 -0.5953 0.6342 -0.554 -1.230 0.942
H -3.5866 -1.3038 0.9919 -0.322 0.584 -0.038
H -3.6155 0.0100 0.1643 0.609 0.829 -0.919
O -2.3258 -2.5078 1.2609 -0.764 -0.394 0.066
H -1.7356 -2.7605 1.9616 0.131 -0.720 1.289
H -1.6931 -1.9768 0.8087 0.819 0.864 -1.329
O -0.7969 2.0227 1.6715 -1.575 -1.228 -0.521
H -0.0540 2.5767 1.7250 1.934 1.390 0.677
H -0.6166 1.5007 0.8646 -0.404 -0.022 -0.249


Entry 3:
34
Properties=species:S:1:pos:R:3:forces:R:3 method="wB97M-V/def2-TZVPD" relative_energy_ev=1.780 total_charge=-1 homo_ev=-8.8 largest_force_ev_per_a=1.9 gap_ev=10.9762
P 0.2565 0.0195 1.2997 -0.933 0.579 1.249
F 0.0277 -1.2575 0.2880 0.693 0.759 0.105
F 1.0227 0.8666 0.1281 -0.281 -0.029 0.582
F -1.1337 0.7091 0.7794 0.307 -0.552 0.389
F 0.3379 1.2125 2.5129 0.036 -0.667 -1.731
F -0.5482 -0.9154 2.4195 0.625 0.690 -0.505
F 1.7172 -0.4447 1.8065 -0.478 -0.814 -0.142
O -4.2664 2.7924 -3.8103 -0.197 0.205 -0.177
H -4.3710 1.9429 -3.3817 -0.019 -0.276 0.157
H -3.3192 2.9219 -3.8582 0.227 0.025 0.033
O -5.9786 -0.4942 0.9499 -0.339 0.002 0.066
H -5.6922 -0.6004 0.0427 0.113 -0.017 -0.240
H -5.1731 -0.5503 1.4640 0.272 0.015 0.157
O -3.0214 -5.5656 1.6244 -0.099 -0.208 0.171
H -3.5134 -5.6161 0.8050 -0.146 0.021 -0.169
H -2.1913 -5.1556 1.3811 0.250 0.213 0.012
O 4.2635 4.8035 -3.5945 0.249 -0.083 -0.025
H 3.4322 4.7730 -3.1210 -0.222 0.016 0.267
H 4.0184 5.0101 -4.4965 -0.035 0.068 -0.218
O -0.2193 -2.5458 7.0086 -0.124 -0.016 0.284
H -0.1901 -2.2206 6.1088 -0.046 0.178 -0.326
H 0.5086 -3.1649 7.0637 0.160 -0.132 0.006
O 1.6707 5.9293 0.0218 0.085 0.298 -0.207
H 0.8856 5.3888 -0.0661 -0.222 -0.195 0.025
H 2.2326 5.4404 0.6232 0.129 -0.171 0.166
O 3.6294 0.1557 -3.9535 0.020 -0.251 -0.144
H 4.3057 0.6858 -4.3753 0.188 0.134 -0.060
H 3.0044 0.7937 -3.6091 -0.196 0.109 0.228
O 6.5355 -3.2635 2.6254 0.258 -0.101 0.150
H 5.6971 -2.8839 2.8882 -0.244 0.148 0.075
H 6.4199 -3.4841 1.7012 -0.036 -0.028 -0.230
O -3.7030 -1.4868 -2.9778 -0.250 0.158 0.003
H -3.7452 -2.0338 -3.7622 -0.039 -0.105 -0.197
H -2.8996 -1.7620 -2.5362 0.292 0.028 0.248


Entry 4:
43
Properties=species:S:1:pos:R:3:forces:R:3 method="wB97M-V/def2-TZVPD" relative_energy_ev=2.827 total_charge=-1 homo_ev=-8.9 largest_force_ev_per_a=3.2 gap_ev=11.0129
P 0.6810 0.5269 0.5450 -2.475 0.840 -1.895
F 1.6190 0.4626 -0.7214 1.057 -1.018 -1.182
F -0.6235 0.2307 -0.5042 0.559 0.599 1.142
F 0.7437 -1.0760 0.7501 0.650 0.422 0.682
F -0.3377 0.6838 1.8112 0.115 -0.324 -0.319
F 1.9021 0.9491 1.4230 1.754 -1.515 2.089
F 0.6020 2.1198 0.2682 -1.752 1.001 -0.455
O -6.6049 -0.8408 -1.8114 0.034 -0.263 -0.175
H -7.4402 -0.3874 -1.9255 -0.192 0.078 -0.036
H -6.0941 -0.2636 -1.2438 0.224 0.147 0.266
O -3.2217 -3.4820 -2.9649 0.289 -0.086 0.051
H -3.5174 -3.8879 -3.7797 -0.055 -0.116 -0.201
H -3.9883 -3.0094 -2.6403 -0.211 0.222 0.142
O 4.4734 -0.5268 -5.1077 0.167 0.127 -0.243
H 3.6423 -0.9977 -5.0481 -0.319 -0.087 0.030
H 4.9883 -0.8543 -4.3702 0.104 -0.034 0.218
O -3.9609 -3.9179 2.2110 -0.187 -0.118 0.225
H -3.0294 -3.7024 2.2567 0.277 0.056 -0.003
H -4.2600 -3.5177 1.3945 -0.078 0.109 -0.231
O 1.4166 7.4656 -2.0693 -0.068 0.244 -0.141
H 2.3573 7.2999 -2.0064 0.217 -0.047 -0.003
H 1.0182 6.8049 -1.5027 -0.162 -0.211 0.147
O -0.0716 -5.7045 -1.0336 0.046 -0.343 0.000
H -0.6914 -5.1635 -1.5229 -0.198 0.200 -0.155
H 0.3111 -5.1084 -0.3899 0.124 0.201 0.137
O 2.5822 -0.0392 6.0554 0.215 -0.135 0.113
H 2.2455 0.5237 6.7525 -0.048 0.148 0.152
H 1.8453 -0.1424 5.4533 -0.164 -0.012 -0.301
O 0.1359 -1.2022 -4.6195 0.165 -0.085 -0.372
H 0.2583 -0.4695 -4.0158 0.064 0.205 0.305
H -0.6948 -1.5963 -4.3533 -0.197 -0.127 0.166
O 5.4266 -2.5594 2.2783 0.270 -0.037 -0.085
H 5.2897 -3.3209 2.8419 -0.025 -0.168 0.126
H 4.5979 -2.0817 2.3150 -0.257 0.229 -0.060
O -1.7616 5.2789 2.7135 -0.081 0.284 -0.045
H -2.1615 5.0896 3.5624 -0.104 -0.044 0.176
H -1.1916 4.5287 2.5442 0.208 -0.283 -0.177
O 5.9758 3.5978 0.4270 0.293 0.101 0.093
H 5.2149 3.0615 0.6496 -0.249 -0.226 0.084
H 5.6757 4.1533 -0.2924 -0.076 0.093 -0.174
O -4.8049 0.4360 1.7446 -0.358 0.038 -0.126
H -3.9625 0.7849 1.4533 0.358 0.112 -0.125
H -4.5851 -0.1459 2.4721 0.064 -0.179 0.161


Entry 5:
29
Properties=species:S:1:pos:R:3:forces:R:3 method="wB97M-V/def2-TZVPD" relative_energy_ev=0.997 total_charge=-1 homo_ev=-7.7 largest_force_ev_per_a=7.3 gap_ev=8.8704
Na 0.1166 -0.2695 0.0856 0.537 -0.552 -1.227
K -1.4863 0.0914 2.5755 -0.525 -0.006 0.560
N -2.1887 0.1074 -0.0538 -0.872 3.376 -1.824
S -2.6836 1.4815 -0.9292 2.475 3.101 -0.755
O -3.1991 2.5538 -0.1235 -0.145 -1.326 -0.185
O -3.2463 1.1719 -2.2031 -0.020 -0.152 0.943
F -1.2294 2.0561 -1.2453 -0.105 -0.898 0.121
S -3.6195 -0.5089 0.0025 -2.893 -6.149 2.693
O -4.0136 -1.4016 -1.0438 0.181 1.455 -0.074
O -4.6294 0.1255 0.8175 0.837 0.816 -1.255
F -3.1473 -1.6278 1.1123 0.578 -0.149 0.463
N 1.9508 -1.3159 -1.2542 -0.974 -3.220 0.000
S 1.4679 -2.9201 -0.9850 1.055 0.597 2.928
O 1.1654 -3.8354 -2.0265 0.257 0.433 0.046
O 0.5774 -2.9079 0.1567 0.210 0.423 -0.419
F 2.8711 -3.3644 -0.3786 -0.575 -0.299 -0.243
S 1.4932 -1.1516 -2.7429 -0.844 3.146 -3.574
O 0.0948 -0.7698 -2.8558 0.795 -0.494 0.512
O 2.0177 -2.0241 -3.7487 0.080 0.357 0.680
F 2.2433 0.2495 -3.0136 -0.170 -0.619 0.321
N 0.9651 0.9031 1.8890 -0.980 3.693 -0.049
S 0.9928 2.6002 1.8870 -0.999 2.169 0.196
O 1.1933 3.1751 0.6053 -0.077 -0.756 -0.145
O 1.6000 3.2539 3.0081 0.063 -1.262 -0.413
F -0.5474 2.8512 2.1901 -0.526 -0.886 -0.124
S 2.4968 0.6589 2.0510 4.673 -4.478 1.835
O 2.9711 0.7024 3.4151 -0.700 0.599 -1.204
O 3.3749 1.0464 0.9949 -0.865 0.845 0.264
F 2.3985 -0.9314 1.8131 -0.473 0.236 -0.069


Entry 6:
8
Properties=species:S:1:pos:R:3:forces:R:3 method="wB97M-V/def2-TZVPD" relative_energy_ev=3.816 homo_ev=-9.0 largest_force_ev_per_a=4.8 gap_ev=6.1933
K -2.8760 2.2077 -4.8342 0.145 -0.102 0.245
P 0.3544 -0.3247 0.6015 2.861 0.491 3.853
F 1.3852 -0.6233 -0.6932 -2.150 0.301 0.907
F -0.8685 -1.2258 0.0326 0.974 0.642 0.187
F 0.9906 -1.5008 1.5315 -1.025 -3.925 -1.934
F -0.3230 0.0535 2.0568 -2.710 0.627 -1.121
F 1.6649 0.3583 1.3720 0.676 3.452 -2.335
F -0.3277 1.0550 -0.0668 1.228 -1.486 0.199


Entry 7:
10
Properties=species:S:1:pos:R:3:forces:R:3 method="wB97M-V/def2-TZVPD" relative_energy_ev=2.862 homo_ev=-7.6 largest_force_ev_per_a=4.5 gap_ev=4.1798
Sr -0.3370 2.5609 -2.0494 1.957 -2.113 3.316
Sr 1.0429 1.5145 1.8195 -1.175 -4.059 -1.568
Li -0.1279 -1.3381 0.5663 0.092 0.133 -0.229
Li -1.3417 -1.5895 -2.0441 0.806 -0.651 2.824
F -1.0225 -0.0919 2.2729 1.545 1.591 -0.022
F -2.1679 -1.2658 -0.1410 0.473 -0.216 -2.013
F 1.7825 -0.9335 1.3916 -0.390 2.013 0.538
F -0.0013 0.4660 -0.4459 -0.243 2.690 -1.456
F 0.7025 -2.3416 -1.0937 -1.519 0.572 -0.718
F 1.4703 3.0190 -0.2764 -1.546 0.041 -0.672


Entry 8:
37
Properties=species:S:1:pos:R:3:forces:R:3 method="wB97M-V/def2-TZVPD" relative_energy_ev=4.763 s_squared=2.005 total_charge=-2 homo_ev="-5.3 / -5.3" largest_force_ev_per_a=9.7 gap_ev="8.2452 / 6.7625" multiplicity=3
Pt 29.5651 -2.6762 2.0148 0.062 0.694 0.785
N 27.9451 -1.4277 2.0599 -1.511 2.150 -3.036
S 26.7750 -0.9854 2.9996 -1.446 -1.041 8.648
O 25.6203 -1.8216 2.9928 0.038 0.552 -1.002
O 26.6986 0.4086 3.3420 -0.290 -0.451 -1.924
F 27.4641 -1.4980 4.3708 0.318 -0.265 -0.690
S 27.2751 -0.5602 0.7440 1.784 1.476 -6.118
O 27.7299 0.7893 0.5155 -0.083 -1.424 1.556
O 25.9146 -0.8104 0.3530 0.550 -0.458 1.582
F 28.0768 -1.3574 -0.3858 -0.009 -0.194 0.810
N 30.9105 -2.1957 0.4912 2.434 -1.720 -3.944
S 31.5185 -3.0240 -0.8846 -2.608 -6.164 0.413
O 32.8875 -3.4358 -0.7395 -0.991 1.204 -0.491
O 30.8246 -2.7873 -2.1140 1.503 0.892 0.257
F 30.6792 -4.3577 -0.4796 0.807 0.142 0.368
S 31.4619 -0.8444 -0.0727 -1.682 9.001 3.183
O 30.8062 -0.2552 -1.2176 1.130 -1.491 0.234
O 32.7929 -0.4373 0.2654 0.173 -1.551 -1.062
F 30.6746 -0.0023 1.0941 -0.036 -0.377 0.018
N 30.5842 -0.0135 5.3022 -0.673 -3.757 -1.193
S 30.9248 -1.6304 5.2178 -2.881 -1.560 1.301
O 32.0262 -2.1828 5.9684 -0.961 0.702 -1.356
O 30.6138 -2.2350 3.9315 0.751 0.549 0.657
F 29.6596 -2.0517 6.0651 0.086 -0.256 -0.097
S 32.0311 0.4285 5.4527 4.688 5.303 1.382
O 32.9649 0.1462 4.3907 -0.829 -0.312 0.432
O 32.5015 0.3828 6.8092 0.196 -0.269 -0.299
F 31.7865 2.0201 5.3043 -0.274 -0.401 -0.364
N 29.2924 -4.6838 2.3457 -2.193 -3.027 -1.398
S 28.0280 -5.6022 1.6580 -3.763 2.696 -4.516
O 26.7767 -5.6409 2.3460 1.186 -0.462 0.975
O 28.3369 -6.6741 0.7531 0.834 0.492 1.456
F 27.7114 -4.3899 0.6560 0.247 -0.150 -0.288
S 29.7413 -5.8571 3.2731 5.505 -0.493 6.561
O 30.5355 -6.9180 2.7081 -1.557 0.711 -0.243
O 28.8638 -6.0923 4.3959 -0.207 -0.617 -1.780
F 30.8830 -5.0143 4.0563 -0.295 -0.124 -0.818